Entry 1:
Here is a single C5H8N2 molecule from the Open Molecules 2025 dataset. Energies are from the ωB97M-V functional and the def2-TZVPD basis.

Properties
Molar mass ... 96.1 Da
E_HOMO ... -9.03 eV
Energy relative to the best compared isomer or geometry (same formula, charge and spin) ... 36.90 kcal per mole
Calculated total energy ... -304.776694 Ha
SMILES ... CCn1ccnc1
Charge ... 0
LUMO energy ... 0.97 eV

```
15
Properties=species:S:1:pos:R:3:nbo_charge:R:1
C -2.09 0.21 0.14 -0.611
C -0.79 -0.38 -0.36 -0.218
N 0.26 0.11 0.55 -0.424
C 1.26 -0.85 0.55 -0.073
C 2.28 -0.29 -0.12 -0.108
N 2.07 1.05 -0.40 -0.433
C 0.86 1.25 0.00 0.198
H -2.89 -0.04 -0.55 0.211
H -2.34 -0.25 1.11 0.219
H -1.99 1.29 0.30 0.209
H -0.26 -0.21 -1.37 0.205
H -0.91 -1.47 -0.35 0.203
H 1.05 -1.88 0.85 0.219
H 3.20 -0.77 -0.33 0.202
H 0.38 2.21 -0.14 0.200
```

Entry 2:
Here is C5H8N2 as an isolated structure from the Open Molecules 2025 dataset. Energies are from the ωB97M-V functional and the def2-TZVPD basis.

Properties
Molar mass ... 96.1 Da
E_HOMO ... -9.78 eV
Energy relative to the best compared isomer or geometry (same formula, charge and spin) ... 41.22 kcal per mole
Calculated total energy ... -304.769802 Ha
Charge ... 0
LUMO energy ... 0.89 eV

```
15
Properties=species:S:1:pos:R:3:nbo_charge:R:1
C 1.25 -0.45 -0.82 -0.633
C 0.62 0.28 0.39 -0.202
C -0.28 1.50 0.01 -0.234
N -1.50 0.65 -0.05 -0.592
C -0.74 -0.30 0.81 -0.170
C -0.98 -1.73 0.62 0.274
N -1.11 -2.86 0.46 -0.309
H 0.56 -0.51 -1.67 0.207
H 2.17 0.03 -1.18 0.221
H 1.52 -1.48 -0.56 0.230
H 1.37 0.42 1.17 0.209
H 0.23 1.87 -0.84 0.203
H -0.44 2.24 0.81 0.201
H -1.67 0.27 -0.97 0.362
H -0.93 -0.02 1.85 0.233
```

Entry 3:
Here is a 2-piece molecular cluster, C5H8N2 overall from the Open Molecules 2025 dataset. Energies are from the ωB97M-V functional and the def2-TZVPD basis.

Properties
Molar mass ... 96.1 Da
E_HOMO (alpha / beta) ... -8.52 / -8.52 eV
Energy relative to the best compared isomer or geometry (same formula, charge and spin) ... 140.46 kcal per mole
Calculated total energy ... -304.611659 Ha
Charge ... 0
LUMO energy (alpha / beta) ... 0.36 / 0.36 eV

```
15
Properties=species:S:1:pos:R:3:nbo_charge:R:1
C -2.11 0.16 -0.08 -0.625
C -1.03 -0.34 -1.00 -0.058
C 0.14 0.48 -1.42 -0.181
C 0.76 0.91 -0.24 0.375
N 1.57 1.35 0.58 -0.410
N 0.26 -0.68 -0.47 -0.467
C 2.05 -0.38 1.46 -0.341
H -1.70 0.88 0.63 0.218
H -2.92 0.62 -0.65 0.215
H -2.53 -0.68 0.50 0.217
H -1.36 -1.00 -1.81 0.201
H 0.63 0.45 -2.38 0.225
H 1.33 -1.15 1.15 0.232
H 3.08 -0.79 1.38 0.200
H 1.85 0.16 2.34 0.200
```

Entry 4:
Here is C5H8N2 as an isolated structure from the Open Molecules 2025 dataset. Energies are from the ωB97M-V functional and the def2-TZVPD basis.

Properties
Molar mass ... 96.1 Da
E_HOMO ... -8.69 eV
Energy relative to the best compared isomer or geometry (same formula, charge and spin) ... 150.17 kcal per mole
Calculated total energy ... -304.596189 Ha
Charge ... 0
LUMO energy ... 1.13 eV

```
15
Properties=species:S:1:pos:R:3:nbo_charge:R:1
C -1.24 0.29 -0.65 -0.415
C -0.56 -1.09 -0.32 -0.056
C -0.48 0.69 0.53 -0.078
C 1.07 0.72 -0.04 -0.162
C 1.02 -0.62 -0.61 -0.117
H -1.00 0.90 -1.50 0.205
H -2.32 0.63 -0.64 0.234
H -1.14 -2.04 -0.54 0.232
H -0.28 -1.03 1.83 0.359
H -0.53 1.61 1.08 0.198
H 1.13 1.95 -0.18 0.207
H 1.46 -0.34 1.16 0.333
H 1.60 -0.75 -1.44 0.216
N -0.77 -0.61 1.06 -0.621
N 2.04 -0.29 0.27 -0.533
```

Entry 5:
Here is a single C5H8N2 molecule from the Open Molecules 2025 dataset. Energies are from the ωB97M-V functional and the def2-TZVPD basis.

Properties
Molar mass ... 96.1 Da
E_HOMO ... -8.96 eV
Energy relative to the best compared isomer or geometry (same formula, charge and spin) ... 51.34 kcal per mole
Calculated total energy ... -304.753685 Ha
SMILES ... CCn1ccnc1
Charge ... 0
LUMO energy ... 0.94 eV

```
15
Properties=species:S:1:pos:R:3:nbo_charge:R:1
C -2.14 0.32 0.21 -0.615
C -0.90 -0.38 -0.40 -0.240
N 0.24 -0.08 0.44 -0.401
C 1.27 -0.99 0.24 -0.119
C 2.37 -0.22 0.05 -0.077
N 2.08 1.11 -0.15 -0.437
C 0.80 1.13 0.03 0.203
H -3.01 0.05 -0.38 0.217
H -2.28 -0.13 1.22 0.225
H -2.03 1.40 0.32 0.212
H -0.18 -0.39 -1.43 0.205
H -1.16 -1.42 -0.51 0.205
H 1.12 -2.03 0.50 0.224
H 3.38 -0.53 -0.04 0.203
H 0.24 2.03 -0.15 0.196
```

Entry 6:
Here is a single C5H8N2 molecule from the Open Molecules 2025 dataset. Energies are from the ωB97M-V functional and the def2-TZVPD basis.

Properties
Molar mass ... 96.1 Da
E_HOMO ... -7.67 eV
Energy relative to the best compared isomer or geometry (same formula, charge and spin) ... 100.75 kcal per mole
Calculated total energy ... -304.674940 Ha
Charge ... 0
LUMO energy ... 0.58 eV

```
15
Properties=species:S:1:pos:R:3:nbo_charge:R:1
C -1.12 -0.40 0.92 -0.398
C -0.92 0.96 -1.17 -0.409
C -0.08 1.69 -0.18 -0.257
N -0.18 0.22 -0.03 -0.266
C 1.11 -0.47 -0.22 -0.316
C 1.00 -1.93 -0.18 0.256
N 0.94 -3.08 -0.10 -0.278
H -1.74 0.39 1.35 0.229
H -0.59 -0.93 1.72 0.199
H -1.76 -1.08 0.36 0.232
H -0.33 0.76 -2.07 0.136
H 0.95 2.01 -0.36 0.177
H -0.54 2.25 0.64 0.191
H 1.50 -0.17 -1.20 0.260
H 1.84 -0.17 0.54 0.244
```

Entry 7:
Here is a single C5H8N2 molecule from the Open Molecules 2025 dataset. Energies are from the ωB97M-V functional and the def2-TZVPD basis.

Properties
Molar mass ... 96.1 Da
E_HOMO ... -9.07 eV
Energy relative to the best compared isomer or geometry (same formula, charge and spin) ... 38.80 kcal per mole
Calculated total energy ... -304.773659 Ha
SMILES ... C[C@H]1[C@@H]2N=CCN12
Charge ... 0
LUMO energy ... 1.11 eV

```
15
Properties=species:S:1:pos:R:3:nbo_charge:R:1
C -2.18 0.48 0.13 -0.614
C -0.77 0.10 -0.24 -0.078
C 0.36 0.97 0.15 0.037
N 1.58 0.97 -0.61 -0.385
C 2.09 -0.19 -0.48 0.098
C 1.22 -1.17 0.29 -0.313
N 0.14 -0.33 0.82 -0.401
H -2.71 0.78 -0.77 0.216
H -2.71 -0.36 0.60 0.219
H -2.20 1.32 0.83 0.214
H -0.66 -0.45 -1.18 0.190
H 0.15 1.89 0.69 0.200
H 3.05 -0.44 -0.92 0.194
H 0.82 -1.90 -0.44 0.206
H 1.73 -1.74 1.06 0.216
```

Entry 8:
Here is a single C5H8N2 molecule from the Open Molecules 2025 dataset. Energies are from the ωB97M-V functional and the def2-TZVPD basis.

Properties
Molar mass ... 96.1 Da
E_HOMO ... -8.47 eV
Energy relative to the best compared isomer or geometry (same formula, charge and spin) ... 64.98 kcal per mole
Calculated total energy ... -304.731935 Ha
Charge ... 0
LUMO energy ... 0.58 eV

```
15
Properties=species:S:1:pos:R:3:nbo_charge:R:1
C -1.62 0.70 0.65 -0.590
C -0.13 0.37 0.74 -0.337
C 0.24 -1.03 0.17 -0.224
N 0.76 -0.98 -1.20 -0.575
C 1.99 -0.72 -1.58 -0.054
C 0.64 1.45 0.10 0.276
N 1.16 2.36 -0.39 -0.303
H -2.00 0.59 -0.37 0.215
H -2.20 0.05 1.31 0.216
H -1.79 1.74 0.96 0.231
H 0.16 0.37 1.80 0.249
H -0.64 -1.67 0.20 0.209
H 1.02 -1.49 0.78 0.217
H 0.07 -1.10 -1.93 0.387
H 2.57 -0.59 -0.63 0.084
```

Entry 9:
Here is C5H8N2 as an isolated structure from the Open Molecules 2025 dataset. Energies are from the ωB97M-V functional and the def2-TZVPD basis.

Properties
Molar mass ... 96.1 Da
E_HOMO ... -9.26 eV
Energy relative to the best compared isomer or geometry (same formula, charge and spin) ... 94.25 kcal per mole
Calculated total energy ... -304.685292 Ha
Charge ... 0
LUMO energy ... 0.91 eV

```
15
Properties=species:S:1:pos:R:3:nbo_charge:R:1
C -0.63 1.13 0.00 -0.722
C -0.23 -0.35 -0.20 0.067
C 1.27 -0.25 -0.49 -0.497
C 1.58 1.05 0.15 0.313
N 2.01 1.98 0.70 -0.371
C -0.82 -1.48 0.56 -0.247
N -1.00 -1.38 -0.89 -0.580
H -0.90 1.56 -0.98 0.213
H -1.42 1.26 0.72 0.221
H 0.38 1.87 0.51 0.340
H 1.46 -0.20 -1.57 0.257
H 1.91 -1.02 -0.05 0.256
H -1.67 -1.25 1.21 0.197
H -0.21 -2.31 0.90 0.196
H -1.93 -1.05 -1.12 0.358
```